{"formula": "C59H124F15N6O13S", "method": "ωB97M-V with the def2-TZVPD basis set", "species": ["C", "N", "C", "C", "C", "C", "O", "H", "H", "H", "H", "H", "H", "H", "H", "H", "H", "H", "H", "H", "H", "C", "N", "C", "C", "C", "C", "O", "H", "H", "H", "H", "H", "H", "H", "H", "H", "H", "H", "H", "H", "H", "C", "C", "C", "N", "C", "C", "C", "C", "C", "H", "H", "H", "H", "H", "H", "H", "H", "H", "H", "H", "H", "H", "H", "H", "H", "H", "H", "C", "C", "C", "N", "C", "C", "C", "C", "C", "H", "H", "H", "H", "H", "H", "H", "H", "H", "H", "H", "H", "H", "H", "H", "H", "H", "H", "C", "C", "C", "N", "C", "C", "C", "C", "C", "H", "H", "H", "H", "H", "H", "H", "H", "H", "H", "H", "H", "H", "H", "H", "H", "H", "H", "C", "C", "C", "N", "C", "C", "C", "C", "C", "H", "H", "H", "H", "H", "H", "H", "H", "H", "H", "H", "H", "H", "H", "H", "H", "H", "H", "C", "O", "O", "C", "F", "F", "F", "C", "C", "H", "H", "H", "H", "H", "H", "C", "O", "O", "C", "F", "F", "F", "C", "C", "H", "H", "H", "H", "H", "H", "C", "O", "O", "C", "F", "F", "F", "C", "C", "H", "H", "H", "H", "H", "H", "C", "O", "O", "C", "F", "F", "F", "C", "C", "H", "H", "H", "H", "H", "H", "C", "F", "F", "F", "S", "O", "O", "O"], "xyz": [[-29.522827, 6.176357, 7.258146], [-28.783210, 7.413736, 7.554819], [-27.823047, 7.755319, 6.446350], [-29.763779, 8.527880, 7.591567], [-28.057499, 7.182369, 8.870770], [-28.872677, 7.342497, 10.124240], [-30.108247, 6.759802, 10.200265], [-29.972412, 6.372004, 6.259939], [-30.259868, 6.036552, 8.048302], [-28.876826, 5.288563, 7.245670], [-27.376521, 8.693123, 6.746355], [-28.383392, 7.829012, 5.494280], [-27.113523, 6.954462, 6.134943], [-29.151936, 9.339744, 8.031473], [-30.589334, 8.294309, 8.266028], [-29.983681, 8.852276, 6.562550], [-27.351374, 7.992951, 8.936751], [-27.507078, 6.239966, 8.797785], [-29.177178, 8.404804, 10.210372], [-28.170581, 7.186016, 10.980974], [-30.114986, 5.815457, 10.276941], [-28.336361, 12.110124, 12.781205], [-26.797425, 11.678225, 12.840931], [-26.184238, 11.723748, 11.386220], [-26.020810, 12.636021, 13.674314], [-26.608270, 10.301700, 13.488593], [-27.339702, 9.099471, 12.822506], [-28.754877, 9.228121, 13.035316], [-28.418736, 13.192933, 12.880316], [-28.786516, 11.640789, 13.689026], [-28.832997, 11.644981, 11.941599], [-26.545808, 12.652503, 11.007912], [-26.589414, 10.923666, 10.775441], [-25.110112, 11.736604, 11.476684], [-24.978874, 12.372519, 13.754217], [-26.527759, 12.632603, 14.645002], [-26.163790, 13.659106, 13.316942], [-26.833213, 10.424571, 14.534574], [-25.518437, 10.163272, 13.446991], [-26.998736, 8.113445, 13.106707], [-27.148299, 9.175733, 11.709563], [-29.189893, 8.434420, 12.664636], [-22.010358, 8.026275, 4.622420], [-20.881671, 8.314287, 5.706300], [-21.448208, 8.348921, 7.087287], [-20.538836, 8.477568, 8.329441], [-19.727678, 9.737941, 8.198610], [-19.683289, 7.335058, 8.700057], [-20.057396, 6.809992, 10.088804], [-20.738332, 8.024406, 10.669185], [-21.497112, 8.542546, 9.454506], [-22.636199, 7.185896, 4.895933], [-21.557634, 7.887716, 3.649075], [-22.500137, 8.962483, 4.537006], [-20.563095, 9.325596, 5.502354], [-20.110189, 7.604252, 5.466144], [-22.073261, 7.513080, 7.283671], [-22.145483, 9.185877, 7.221744], [-18.921128, 9.559337, 7.514111], [-19.260798, 9.915151, 9.212263], [-20.353266, 10.545949, 7.885139], [-18.652401, 7.666025, 8.504615], [-19.837480, 6.536637, 7.976690], [-19.083138, 6.747956, 10.555098], [-20.550034, 5.840020, 9.989897], [-20.028367, 8.753752, 11.108872], [-21.449314, 7.788047, 11.473644], [-21.962215, 9.507696, 9.534793], [-22.300312, 7.825048, 9.262913], [-26.442354, -0.437094, 11.998726], [-27.052184, 0.941126, 11.848709], [-26.819860, 1.832804, 13.090307], [-27.970077, 2.301154, 13.918649], [-28.834169, 3.259148, 13.098624], [-27.379758, 2.985108, 15.105481], [-28.515956, 3.035064, 16.158686], [-29.050938, 1.608771, 16.044027], [-28.730500, 1.176186, 14.610155], [-26.537478, -1.000535, 11.063597], [-26.951553, -1.020005, 12.732803], [-25.393300, -0.325125, 12.284679], [-28.145093, 0.863294, 11.606478], [-26.596926, 1.514481, 11.008675], [-26.347625, 2.782296, 12.738213], [-26.088456, 1.361002, 13.769654], [-29.539554, 3.834451, 13.692361], [-29.273852, 2.716036, 12.249879], [-28.083058, 3.922316, 12.612168], [-26.832672, 3.868775, 14.849688], [-26.621563, 2.307314, 15.530087], [-29.287665, 3.762986, 15.909035], [-28.037066, 3.221138, 17.102770], [-30.124253, 1.569308, 16.204168], [-28.565191, 1.020825, 16.874407], [-29.730038, 1.201552, 14.139009], [-28.247240, 0.223656, 14.387482], [-22.034933, 1.591978, 15.356396], [-22.656061, 1.865996, 13.976193], [-21.605153, 1.553883, 12.893012], [-21.895335, 1.794170, 11.469642], [-22.060811, 3.233179, 11.353031], [-23.186275, 1.132032, 10.936357], [-22.805577, 0.452026, 9.662186], [-21.339904, 0.046864, 9.835394], [-20.756739, 1.215865, 10.568599], [-21.339211, 2.364396, 15.617817], [-21.453869, 0.640646, 15.343537], [-22.788672, 1.524157, 16.108605], [-23.061809, 2.891159, 13.976073], [-23.543206, 1.249615, 13.759767], [-21.437758, 0.474739, 13.076383], [-20.597211, 1.964181, 13.039557], [-23.038736, 3.566753, 11.752589], [-21.931182, 3.436977, 10.256417], [-21.288095, 3.678602, 11.950786], [-23.927252, 1.936690, 10.808272], [-23.408735, 0.480044, 11.778244], [-22.966898, 1.160339, 8.869461], [-23.513674, -0.390158, 9.477656], [-20.961548, -0.090882, 8.824885], [-21.273836, -0.908570, 10.347728], [-20.408485, 2.053594, 10.058706], [-19.931875, 0.946246, 11.259234], [-20.651156, 6.800217, 14.780380], [-21.876239, 7.126221, 15.639306], [-22.658237, 5.799245, 15.868101], [-23.803110, 5.777119, 16.909197], [-24.737205, 6.953006, 16.697301], [-23.188758, 5.675823, 18.273196], [-24.275522, 5.056527, 19.172609], [-25.292294, 4.393648, 18.185650], [-24.661356, 4.554676, 16.829324], [-20.931916, 6.308670, 13.841328], [-19.974051, 6.136834, 15.315704], [-20.097638, 7.687222, 14.509601], [-22.494067, 7.881160, 15.152139], [-21.466033, 7.508343, 16.583453], [-22.001536, 5.089188, 16.296861], [-23.139928, 5.446902, 14.977190], [-24.151664, 7.896688, 16.741035], [-25.531368, 6.959584, 17.483350], [-25.171814, 6.857517, 15.627818], [-22.810255, 6.643366, 18.551201], [-22.292571, 5.025407, 18.173513], [-24.745346, 5.792502, 19.830285], [-23.849192, 4.259694, 19.776937], [-26.287646, 4.780644, 18.230824], [-25.354984, 3.369731, 18.503134], [-25.354790, 4.705273, 16.003732], [-23.972817, 3.746761, 16.618986], [-25.479183, 5.503592, 12.769268], [-25.328799, 4.487273, 11.762940], [-25.321830, 4.978408, 13.929075], [-24.527721, 6.649001, 12.421539], [-24.772421, 7.328661, 11.237161], [-24.509265, 7.661375, 13.394187], [-23.333499, 6.076056, 12.460896], [-26.170164, 4.541536, 10.598021], [-25.500832, 4.103348, 9.275363], [-24.636105, 4.638392, 8.949625], [-25.327939, 3.026912, 9.200729], [-26.204818, 4.285535, 8.424640], [-26.646022, 5.497732, 10.531480], [-26.886369, 3.777595, 10.781949], [-26.433235, 6.038490, 12.600176], [-29.761623, 6.040031, 3.740323], [-28.420480, 5.787517, 4.258269], [-30.230593, 7.186406, 4.218803], [-29.701001, 6.037771, 2.177823], [-30.982805, 6.187145, 1.693131], [-28.902614, 6.942156, 1.668702], [-29.218762, 4.912505, 1.534818], [-28.095555, 4.419261, 4.316048], [-26.821907, 4.118254, 5.089704], [-26.931070, 4.119715, 6.174144], [-26.488878, 3.114512, 4.843668], [-26.052656, 4.887600, 4.772937], [-28.032656, 3.974503, 3.324938], [-28.951982, 3.854957, 4.749961], [-30.402112, 5.103322, 3.988116], [-25.812501, 10.530516, 7.572145], [-24.869311, 9.353323, 7.643569], [-27.002288, 10.377800, 8.042952], [-24.981904, 11.687481, 8.277911], [-24.124214, 11.243940, 9.311776], [-24.112998, 12.306546, 7.468654], [-25.723754, 12.615700, 8.923612], [-24.963148, 8.605669, 8.821529], [-24.848514, 7.170181, 8.491054], [-25.633703, 6.873414, 7.746536], [-23.957708, 7.173409, 7.867158], [-24.779505, 6.535151, 9.401337], [-25.938128, 8.892301, 9.287368], [-24.192949, 8.979623, 9.545240], [-25.599097, 10.693324, 6.480201], [-22.003416, 3.420236, 7.731984], [-21.349650, 2.777675, 6.662757], [-21.177978, 3.395372, 8.760861], [-22.108693, 4.959750, 7.210720], [-23.123263, 5.225806, 6.349376], [-22.268783, 5.759404, 8.295216], [-20.888722, 5.308484, 6.550998], [-22.160486, 1.949199, 5.912142], [-21.407713, 1.639094, 4.578836], [-20.350479, 1.413621, 4.691218], [-21.844774, 0.733496, 4.112085], [-21.554387, 2.392392, 3.816021], [-23.150930, 2.354981, 5.720849], [-22.321291, 0.965808, 6.392371], [-22.994866, 2.974237, 7.841414], [-29.164858, 2.320717, 8.339477], [-28.941983, 3.119621, 7.321620], [-29.759508, 1.220228, 7.890441], [-27.960739, 1.945219, 8.750388], [-30.047283, 3.111160, 9.689913], [-30.196963, 1.933101, 10.556462], [-29.092180, 4.161400, 10.133375], [-31.249272, 3.571047, 9.115506]], "forces_ev_per_angstrom": [[-0.77, -0.62, -1.06], [0.31, -1.32, 0.13], [0.15, -0.49, -1.18], [1.31, 1.55, 0.78], [0.14, 0.64, -0.74], [-0.03, 1.54, 0.24], [-1.36, 0.28, 0.61], [-0.03, -0.46, 0.44], [-0.06, 0.01, -0.31], [0.04, 0.65, -0.17], [0.35, 0.05, -0.10], [-0.32, 0.23, 0.62], [-0.40, 0.31, 1.13], [-0.56, 0.04, -0.19], [-0.05, -0.11, -0.53], [-0.42, -0.67, 0.45], [0.36, 0.16, -0.14], [-0.43, 0.08, -0.13], [0.71, -0.07, -0.15], [-0.38, -0.46, -0.28], [0.57, -1.23, -0.11], [1.25, -1.22, 1.95], [-0.67, -0.36, -1.57], [-1.23, -0.08, 1.76], [-1.69, 0.62, 0.59], [0.40, -0.48, -0.81], [-0.61, 1.66, -1.71], [0.38, -0.52, 0.08], [0.21, -0.16, -0.50], [0.34, 0.47, -0.66], [0.28, 0.20, -0.39], [-0.05, 0.60, -0.38], [0.12, -0.12, -0.02], [0.20, -0.24, -0.04], [0.19, -0.19, -0.11], [0.47, -0.09, 0.13], [0.28, -0.27, -0.38], [-0.52, -0.03, 0.38], [-0.29, -0.31, -0.20], [0.48, 0.08, 0.60], [0.00, -0.18, 0.99], [0.23, 0.58, 0.15], [1.42, 0.44, 1.20], [-0.67, 0.21, -1.36], [-0.46, 0.12, 0.50], [-1.02, 1.02, -1.07], [0.52, -0.83, 2.04], [1.00, -1.55, -1.93], [1.97, 0.98, -0.51], [-1.18, 0.33, 0.81], [-0.53, -0.09, 1.28], [-0.22, 0.08, -0.07], [0.26, -0.40, -0.05], [-1.36, 0.54, -0.05], [0.68, 0.22, -0.38], [0.61, -0.27, 0.70], [-0.06, -0.74, 0.07], [0.21, 0.12, -0.33], [0.20, -0.05, -0.52], [-0.59, 0.09, -1.10], [-0.37, 0.46, -0.10], [-0.20, -0.23, 0.73], [-0.07, 0.11, -0.13], [0.07, -0.87, 0.57], [-0.27, 0.36, 0.38], [-0.19, -0.36, -0.47], [0.10, 0.03, -0.22], [0.02, 0.61, -0.05], [0.21, 0.15, -0.14], [0.26, 0.36, -0.83], [-1.16, 0.86, -0.15], [1.15, 0.66, -0.95], [0.06, -0.14, 0.92], [1.63, -0.14, -0.91], [-0.40, -0.15, 1.31], [0.76, -0.07, -1.50], [0.82, -0.48, 1.45], [-2.03, 0.34, -1.26], [0.27, 0.16, 0.12], [-0.33, -0.40, 0.76], [0.00, -0.34, -0.08], [0.85, 0.15, 0.10], [-0.35, -0.67, 0.35], [-0.16, -0.67, 0.50], [-0.46, 0.07, -0.10], [0.02, -0.35, 0.14], [-0.28, -0.05, 0.58], [-0.68, -0.09, 0.54], [-0.08, 0.80, -0.58], [-0.21, -0.07, -0.27], [0.21, 0.19, 0.23], [-0.26, 0.32, 0.57], [0.00, -0.11, 0.11], [-0.44, 0.15, -1.15], [0.65, -0.59, -0.33], [0.03, 0.19, 0.40], [0.35, -1.15, -1.19], [-0.16, 0.81, -0.36], [0.47, -1.91, 1.12], [-0.70, -0.84, -0.25], [-0.66, 1.32, -0.80], [0.56, 0.63, 1.41], [-1.07, -1.00, 0.19], [-1.04, 0.18, -1.18], [0.57, -0.68, 2.91], [0.39, 0.54, 0.15], [-0.48, 0.52, 0.13], [-0.52, -0.09, 0.61], [0.34, -0.12, -0.29], [0.33, -0.09, 0.34], [-0.01, 0.13, -0.63], [-0.49, 0.43, 0.36], [0.47, -0.37, -0.21], [-0.01, 0.52, 0.47], [0.54, 0.56, 0.04], [0.15, -0.52, 0.25], [-0.66, -0.37, -0.42], [0.33, 0.19, -0.54], [0.67, 0.42, 0.06], [0.57, 0.11, 0.12], [0.18, 0.05, 0.31], [0.24, 1.00, -1.79], [-0.53, -0.16, -0.24], [-0.34, -0.46, -0.39], [-0.09, -0.74, 0.39], [-0.96, 1.13, 0.31], [0.18, 1.14, -0.36], [-0.13, 0.53, -0.87], [0.00, -0.33, 0.15], [-0.15, 0.18, -0.27], [0.99, 0.19, 0.81], [0.10, -0.26, -0.67], [-0.04, 0.03, 0.14], [0.06, -0.05, 0.03], [0.09, 0.34, 0.07], [-0.02, -0.07, 0.10], [-0.46, 0.10, -0.02], [0.86, -0.94, -0.14], [-0.07, -0.21, -0.75], [-0.38, -0.68, 0.17], [0.68, -0.11, -0.72], [0.65, -0.10, 1.81], [-0.08, 0.45, 0.32], [-0.76, 0.22, 0.10], [0.12, -0.13, -0.11], [0.12, 0.27, 0.22], [-0.52, 0.57, 0.11], [-0.19, -0.64, -0.33], [0.26, -0.23, -0.13], [0.04, -0.36, -0.23], [-1.86, 0.53, -1.28], [0.76, 0.40, -0.71], [0.70, 0.15, 1.89], [0.23, 0.39, 0.41], [0.67, -1.11, 2.11], [-0.09, -0.75, -0.76], [1.51, 0.95, -0.77], [1.12, -1.04, -0.42], [-1.20, 0.08, -0.55], [0.83, 0.25, 0.32], [0.14, 0.00, 0.40], [0.11, -0.07, 0.78], [-0.27, 0.53, -0.16], [-1.18, -0.25, -0.05], [-0.99, -0.38, -0.12], [-1.35, 0.53, 0.61], [0.46, -0.63, -0.08], [0.64, -1.14, -0.41], [-0.68, -0.86, -0.54], [1.12, 0.12, 0.26], [0.14, 1.83, -0.09], [-0.58, -0.63, 0.87], [-0.92, -0.94, 0.22], [0.58, 1.21, -0.54], [-0.13, 0.38, 0.06], [0.23, -0.08, -0.22], [-0.55, -1.00, 0.46], [0.36, 0.17, -0.33], [0.31, 0.26, 0.16], [0.68, 0.76, -0.16], [0.77, 0.12, -0.50], [0.03, 0.10, 0.03], [0.54, 0.01, 0.22], [1.08, -0.27, 1.13], [-0.56, -0.16, -0.28], [-0.47, 0.26, -0.36], [0.00, 0.04, -0.85], [-0.88, 1.95, 1.24], [-0.06, -0.52, -0.89], [0.48, 0.09, 1.06], [0.18, -0.73, 0.26], [-0.01, 0.38, -1.35], [0.62, -0.31, -0.02], [-0.35, -0.63, -0.38], [-0.85, 0.39, 0.34], [2.56, 1.47, -0.30], [-0.21, -0.10, -0.44], [-0.87, 0.41, 0.33], [0.80, -1.69, -0.41], [0.79, 0.04, 0.48], [0.33, -0.07, -0.55], [-2.34, -0.05, 1.27], [0.84, -1.50, -1.84], [-1.33, -0.84, -0.11], [0.04, 0.27, 0.39], [0.07, 0.27, 0.35], [0.19, 0.53, 0.10], [-0.14, 0.29, -0.20], [0.02, 0.19, 0.31], [-0.67, 0.22, 0.15], [0.39, -0.61, -0.53], [-0.31, 0.81, -0.98], [-0.56, -0.02, 0.00], [1.33, -0.48, 0.86], [1.06, -1.28, 0.94], [0.51, 1.20, 0.37], [-1.03, -0.99, 0.04], [-1.42, 1.12, -0.53]], "spin_multiplicity": 1, "orbital_gap_ev": 4.51, "energy_ha": -5524.67107, "charge": 1}

{"formula": "C4H7NO2", "method": "ωB97M-V with the def2-TZVPD basis set", "species": ["O", "C", "C", "N", "C", "C", "O", "H", "H", "H", "H", "H", "H", "H"], "xyz": [[-0.110514, -2.201846, -1.346771], [0.329378, -0.919830, -0.975454], [-0.784107, 0.121234, -0.738821], [0.214844, 0.692879, 0.236572], [0.635756, -0.732667, 0.526746], [-0.085029, 1.703961, 1.216847], [0.477311, 1.764800, 2.271028], [0.404217, -2.428035, -2.127619], [0.976223, 0.906783, -0.460876], [-1.101911, 0.835044, -1.506405], [-1.649156, -0.215822, -0.133920], [1.643667, -0.807179, 0.943512], [-0.109361, -1.141810, 1.235363], [-0.841319, 2.422488, 0.859797]], "forces_ev_per_angstrom": [[0.11, -0.05, -0.18], [-0.20, -0.03, 0.20], [-0.17, 0.20, -0.17], [0.13, 0.09, 0.01], [0.24, -0.08, 0.20], [0.22, 0.08, 0.45], [-0.32, -0.08, -0.56], [-0.16, -0.09, 0.15], [-0.01, 0.23, 0.13], [0.08, -0.15, 0.08], [0.12, -0.04, -0.10], [-0.15, -0.01, -0.13], [0.07, 0.02, -0.16], [0.04, -0.09, 0.07]], "spin_multiplicity": 1, "relative_energy_kj_mol": 525.7, "orbital_gap_ev": 7.04, "energy_ha": -361.68062}